[1]
{
  "formula": "C39H45CuGeN7O2SSe",
  "method": "the ωB97M-V functional and the def2-TZVPD basis",
  "total_energy_ev": -233034.0332,
  "charge": 1,
  "orbital_gap_ev": 7.62,
  "species": ["Cu", "C", "N", "C", "C", "N", "C", "C", "Se", "H", "H", "H", "H", "H", "H", "H", "H", "Ge", "C", "C", "C", "C", "C", "C", "C", "C", "C", "C", "C", "C", "H", "H", "H", "H", "H", "H", "H", "H", "H", "H", "H", "C", "C", "C", "C", "N", "C", "N", "N", "N", "H", "H", "H", "H", "H", "H", "H", "H", "H", "H", "C", "C", "C", "C", "C", "C", "C", "C", "C", "C", "O", "O", "H", "H", "H", "H", "H", "H", "H", "H", "H", "H", "H", "S", "C", "N", "C", "C", "C", "C", "C", "C", "H", "H", "H", "H", "H"],
  "positions_angstrom": [[0.536, -0.431, -0.041], [0.324, -3.995, 0.995], [0.039, -4.114, -0.425], [0.615, -5.021, -1.291], [0.063, -4.813, -2.503], [-0.848, -3.785, -2.364], [-1.699, -3.296, -3.437], [-0.865, -3.354, -1.083], [-1.897, -2.020, -0.326], [1.105, -4.709, 1.246], [-0.573, -4.208, 1.574], [0.651, -2.983, 1.228], [1.353, -5.733, -0.966], [0.225, -5.305, -3.446], [-1.093, -2.818, -4.205], [-2.391, -2.574, -3.013], [-2.252, -4.130, -3.866], [2.891, 2.759, 0.328], [3.532, 1.443, 1.573], [3.445, 0.077, 1.308], [3.912, -0.852, 2.223], [4.487, -0.423, 3.412], [4.597, 0.933, 3.682], [4.124, 1.862, 2.764], [3.004, 2.279, -1.535], [3.980, 1.385, -1.969], [4.140, 1.119, -3.324], [3.321, 1.742, -4.252], [2.340, 2.630, -3.830], [2.188, 2.901, -2.480], [3.456, 4.138, 0.671], [3.003, -0.263, 0.376], [3.826, -1.912, 2.019], [4.853, -1.147, 4.128], [5.050, 1.267, 4.605], [4.217, 2.919, 2.986], [4.634, 0.898, -1.253], [4.913, 0.435, -3.650], [3.450, 1.543, -5.308], [1.702, 3.120, -4.555], [1.431, 3.613, -2.169], [-2.910, -1.571, 5.125], [-3.073, -0.087, 4.816], [-3.842, 0.131, 3.517], [-1.736, 0.653, 4.805], [-0.827, 0.151, 3.776], [-0.736, 0.485, 2.493], [0.168, -0.288, 1.937], [0.630, -1.100, 2.911], [0.038, -0.845, 4.014], [-3.887, -2.032, 5.270], [-2.318, -1.736, 6.026], [-2.419, -2.093, 4.301], [-3.637, 0.378, 5.632], [-3.337, -0.346, 2.672], [-3.968, 1.193, 3.290], [-4.834, -0.316, 3.581], [-1.205, 0.560, 5.751], [-1.884, 1.713, 4.593], [-1.338, 1.234, 2.006], [-4.988, 5.186, 1.489], [-3.673, 4.550, 1.143], [-2.599, 4.601, 2.021], [-1.371, 4.018, 1.728], [-0.287, 4.156, 2.769], [-1.232, 3.325, 0.508], [-2.314, 3.248, -0.393], [-2.255, 2.533, -1.718], [-3.504, 3.880, -0.060], [0.032, 2.604, 0.178], [1.113, 3.097, 0.720], [0.039, 1.593, -0.518], [-4.884, 5.898, 2.305], [-5.712, 4.429, 1.796], [-5.410, 5.707, 0.629], [-2.713, 5.127, 2.962], [-0.715, 4.569, 3.682], [0.507, 4.822, 2.433], [0.193, 3.206, 3.011], [-1.327, 2.726, -2.256], [-3.092, 2.851, -2.338], [-2.325, 1.453, -1.577], [-4.326, 3.841, -0.765], [3.222, -2.421, -3.114], [2.510, -2.066, -1.596], [1.450, -1.320, -1.609], [1.142, -0.942, -2.917], [0.057, -0.146, -3.289], [-0.141, 0.098, -4.629], [0.715, -0.446, -5.599], [1.786, -1.237, -5.242], [1.994, -1.477, -3.883], [2.920, -2.480, -0.685], [-0.602, 0.249, -2.528], [-0.977, 0.710, -4.943], [0.531, -0.241, -6.645], [2.445, -1.655, -5.992]],
  "atomic_forces_ev_per_a": [[-0.288, -0.488, -0.048], [0.028, -0.020, -0.071], [-0.040, -0.001, 0.025], [0.001, 0.021, -0.030], [0.042, -0.016, 0.013], [-0.035, 0.017, 0.002], [0.018, 0.014, 0.051], [0.010, -0.040, 0.065], [0.047, 0.189, -0.097], [-0.003, 0.001, 0.015], [-0.003, 0.009, 0.010], [0.016, -0.011, 0.013], [0.001, 0.000, -0.007], [0.005, -0.004, 0.008], [0.023, 0.028, -0.019], [0.005, 0.009, -0.010], [-0.012, 0.013, -0.004], [-0.080, -0.080, -0.053], [0.112, -0.082, 0.011], [0.020, -0.006, -0.021], [0.017, 0.005, 0.014], [0.008, -0.011, 0.005], [-0.020, 0.003, 0.000], [-0.056, -0.004, 0.043], [0.031, 0.030, -0.080], [0.025, -0.049, 0.013], [-0.006, 0.014, 0.025], [-0.025, 0.014, -0.042], [0.024, -0.017, 0.011], [0.020, 0.012, 0.014], [-0.027, 0.001, -0.005], [0.027, 0.034, 0.024], [-0.005, -0.003, -0.002], [-0.004, -0.003, -0.002], [0.005, 0.003, -0.004], [0.003, 0.004, -0.019], [0.003, 0.012, 0.000], [-0.001, -0.002, -0.002], [0.003, -0.004, 0.002], [0.001, -0.003, -0.004], [-0.012, -0.004, 0.019], [0.016, -0.027, -0.005], [-0.044, 0.035, 0.046], [-0.009, -0.004, -0.044], [0.064, 0.051, -0.095], [0.018, 0.006, 0.039], [-0.112, -0.112, -0.019], [0.148, 0.116, -0.010], [0.004, 0.007, -0.005], [0.003, 0.012, 0.009], [0.001, -0.003, -0.007], [-0.009, 0.011, 0.008], [0.003, 0.011, -0.003], [0.003, -0.005, -0.004], [0.000, -0.009, 0.007], [0.010, 0.004, 0.004], [-0.001, 0.003, 0.018], [-0.038, -0.050, 0.019], [-0.004, 0.002, 0.029], [0.029, 0.028, 0.003], [-0.024, 0.020, 0.009], [-0.008, -0.004, -0.004], [0.011, -0.004, 0.004], [-0.013, 0.000, -0.006], [-0.009, -0.018, 0.025], [0.045, -0.054, 0.050], [0.009, 0.014, 0.008], [0.005, -0.005, -0.025], [0.005, -0.020, 0.001], [-0.055, -0.097, 0.102], [-0.016, 0.352, -0.048], [0.012, 0.016, -0.026], [0.005, -0.001, -0.002], [0.005, -0.007, -0.004], [0.005, -0.004, -0.003], [-0.002, -0.002, 0.000], [0.010, -0.002, -0.001], [-0.009, 0.016, -0.010], [-0.011, -0.008, -0.008], [-0.003, 0.006, 0.006], [0.010, -0.003, -0.004], [-0.002, -0.018, 0.007], [-0.003, 0.005, 0.004], [0.027, -0.053, -0.016], [-0.177, -0.116, 0.080], [0.373, 0.394, 0.002], [-0.195, -0.148, 0.069], [0.023, 0.013, 0.008], [-0.003, -0.021, -0.023], [-0.029, 0.036, 0.009], [0.045, -0.014, 0.012], [-0.060, 0.002, -0.080], [0.050, 0.055, -0.001], [0.003, 0.016, 0.006], [0.007, 0.005, -0.001], [0.002, -0.009, -0.001], [0.002, -0.002, 0.004]]
}

=====

[2]
{
  "formula": "C39H45MgN5O4S3Si3",
  "method": "the ωB97M-V functional and the def2-TZVPD basis",
  "total_energy_ev": -118403.6249,
  "orbital_gap_ev": 4.93,
  "species": ["Mg", "S", "C", "C", "C", "C", "C", "C", "N", "C", "C", "C", "C", "C", "C", "C", "C", "N", "C", "C", "C", "C", "C", "S", "C", "H", "H", "H", "H", "H", "H", "H", "H", "H", "H", "H", "H", "C", "O", "Si", "C", "C", "C", "Si", "C", "C", "C", "Si", "C", "C", "C", "H", "H", "H", "H", "H", "H", "H", "H", "H", "H", "H", "H", "H", "H", "H", "H", "H", "H", "H", "H", "H", "H", "H", "H", "H", "H", "H", "O", "S", "O", "O", "C", "N", "C", "C", "C", "N", "C", "C", "C", "N", "C", "C", "H", "H", "H", "H", "H", "H"],
  "positions_angstrom": [[0.330, 0.571, 0.670], [5.659, -1.186, -0.862], [7.151, -2.000, -1.044], [7.230, -3.113, -0.266], [6.071, -3.330, 0.495], [5.110, -2.368, 0.297], [3.828, -2.236, 0.933], [2.974, -1.168, 0.593], [1.819, -0.933, 1.157], [1.373, -1.773, 2.111], [2.133, -2.907, 2.509], [1.605, -3.795, 3.495], [0.385, -3.585, 4.038], [-0.402, -2.452, 3.668], [-1.662, -2.215, 4.213], [-2.370, -1.067, 3.852], [-1.745, -0.202, 2.932], [-0.582, -0.422, 2.374], [0.110, -1.527, 2.716], [-3.684, -0.771, 4.360], [-4.449, -1.489, 5.248], [-5.706, -0.910, 5.494], [-5.898, 0.243, 4.798], [-4.548, 0.649, 3.825], [3.372, -3.121, 1.908], [7.887, -1.614, -1.719], [8.089, -3.756, -0.235], [5.960, -4.169, 1.156], [3.277, -0.480, -0.184], [2.203, -4.644, 3.793], [-0.027, -4.264, 4.772], [-2.085, -2.921, 4.910], [-2.244, 0.720, 2.656], [-4.124, -2.403, 5.710], [-6.440, -1.330, 6.158], [-6.755, 0.886, 4.797], [3.956, -3.976, 2.206], [1.725, 1.969, 3.361], [1.180, 1.939, 2.073], [0.586, 3.344, 1.323], [1.913, 4.717, 1.438], [-0.815, 3.981, 2.468], [0.187, 2.507, -0.305], [-1.462, 3.079, -1.039], [-1.922, 2.309, -2.726], [-1.527, 4.979, -1.257], [-2.951, 2.657, 0.103], [1.652, 2.507, -1.519], [2.079, 4.155, -2.404], [3.317, 2.095, -0.644], [1.381, 1.242, -2.935], [2.593, 2.634, 3.398], [2.040, 0.962, 3.637], [0.983, 2.316, 4.085], [2.041, 5.082, 2.453], [1.619, 5.564, 0.828], [2.878, 4.379, 1.081], [-0.414, 4.393, 3.392], [-1.518, 3.199, 2.734], [-1.371, 4.774, 1.985], [-1.233, 2.615, -3.503], [-2.915, 2.630, -3.027], [-1.928, 1.224, -2.694], [-0.762, 5.329, -1.939], [-1.373, 5.486, -0.310], [-2.487, 5.299, -1.650], [-2.786, 1.741, 0.664], [-3.859, 2.525, -0.478], [-3.139, 3.450, 0.817], [2.351, 4.932, -1.698], [1.253, 4.522, -3.002], [2.923, 4.012, -3.075], [3.904, 2.999, -0.525], [3.926, 1.409, -1.228], [3.170, 1.676, 0.348], [1.234, 1.765, -3.874], [0.504, 0.627, -2.775], [2.232, 0.580, -3.069], [0.324, -3.447, -6.785], [-0.841, -4.258, -7.072], [-1.386, -4.126, -8.402], [-0.809, -5.602, -6.509], [-2.145, -3.618, -5.938], [-3.412, -3.884, -6.184], [-4.284, -3.538, -5.256], [-3.905, -2.931, -4.062], [-2.534, -2.745, -3.884], [-1.671, -3.095, -4.837], [-1.910, -2.131, -2.707], [-2.622, -1.508, -1.685], [-1.917, -0.893, -0.669], [-0.593, -0.874, -0.599], [0.090, -1.488, -1.563], [-0.514, -2.120, -2.629], [-5.320, -3.756, -5.473], [-4.636, -2.635, -3.326], [-3.699, -1.467, -1.692], [-2.437, -0.388, 0.130], [1.166, -1.461, -1.468], [0.048, -2.583, -3.427]],
  "atomic_forces_ev_per_a": [[0.120, 0.118, 0.142], [0.153, -0.532, 0.321], [-0.241, 0.085, 0.057], [0.244, 0.135, -0.238], [-0.494, 0.334, 0.014], [0.865, 0.090, -0.549], [-0.790, -0.314, 0.692], [0.463, -0.182, -0.081], [-0.311, 0.195, 0.054], [0.823, -0.855, 0.125], [-0.532, 0.621, -0.201], [-0.309, -0.059, 0.239], [0.253, -0.138, -0.046], [0.339, 0.462, -0.489], [-0.382, 0.840, -0.322], [0.958, -0.734, -0.073], [-0.355, 0.049, 0.259], [0.185, -0.064, -0.192], [-0.709, -0.512, 0.784], [-0.986, 0.441, 0.243], [0.488, 0.200, -0.376], [-0.241, 0.230, -0.027], [0.251, 0.050, -0.149], [-0.025, -0.555, 0.380], [0.145, 0.594, -0.559], [0.175, 0.078, -0.158], [0.198, -0.134, -0.042], [-0.086, -0.144, 0.174], [-0.002, 0.102, -0.040], [0.010, -0.068, 0.005], [0.045, -0.076, 0.036], [-0.016, -0.099, 0.096], [0.008, 0.039, -0.112], [0.080, -0.182, 0.076], [-0.119, -0.045, 0.095], [-0.207, 0.110, 0.030], [0.130, -0.099, 0.025], [0.189, -0.052, 0.600], [0.072, -0.139, -0.178], [-0.216, 0.674, -0.637], [-0.438, -0.748, -0.083], [0.479, -0.418, -0.556], [-0.008, 0.929, 0.012], [-0.124, 0.048, -0.116], [0.372, 0.243, 0.672], [0.037, -0.736, 0.033], [0.574, 0.130, -0.260], [0.056, 0.290, -0.353], [-0.390, -0.558, 0.408], [-0.590, -0.037, -0.071], [-0.008, 0.392, 0.613], [-0.004, -0.051, 0.040], [0.038, -0.026, 0.045], [0.053, -0.022, 0.065], [-0.056, -0.011, 0.199], [-0.141, 0.197, -0.189], [0.259, -0.090, -0.133], [0.191, 0.023, 0.088], [-0.203, -0.184, 0.018], [-0.162, 0.203, -0.141], [0.213, 0.037, -0.238], [-0.186, 0.137, 0.040], [0.044, -0.245, 0.009], [0.229, 0.052, -0.182], [0.039, 0.133, 0.265], [-0.230, 0.017, -0.063], [0.002, -0.229, 0.143], [-0.133, -0.040, -0.180], [-0.011, 0.191, 0.216], [0.036, 0.190, 0.214], [-0.238, 0.091, -0.157], [0.157, -0.152, -0.080], [0.074, 0.223, 0.044], [0.013, -0.108, -0.133], [0.086, -0.089, 0.223], [-0.021, 0.137, -0.210], [-0.170, -0.060, -0.030], [0.207, -0.109, -0.004], [0.039, -0.002, -0.069], [-0.660, 0.015, 0.495], [0.097, -0.086, -0.032], [0.249, -0.051, -0.319], [1.086, -0.579, -0.829], [-0.757, -0.064, -0.376], [0.134, 0.126, 0.144], [0.350, 0.043, 0.168], [-0.566, -0.285, -0.882], [0.014, 0.616, 1.082], [0.346, 0.317, 0.447], [0.252, -0.016, -0.022], [-0.574, -0.152, -0.076], [0.168, 0.243, 0.206], [0.041, -0.441, -0.364], [-0.121, 0.069, 0.183], [-0.159, 0.024, 0.056], [-0.063, -0.043, 0.052], [-0.115, 0.007, 0.036], [-0.191, 0.094, 0.093], [0.100, -0.019, -0.113], [0.108, -0.031, -0.025]]
}